1.
{
  "formula": "C15H35CaN2O7",
  "method": "the ωB97M-V functional and the def2-TZVPD basis",
  "symbols": ["Ca", "C", "C", "O", "O", "H", "H", "H", "C", "C", "O", "O", "H", "H", "H", "C", "C", "C", "O", "H", "H", "H", "H", "H", "H", "H", "C", "C", "C", "O", "C", "N", "H", "H", "H", "H", "H", "H", "H", "H", "H", "H", "H", "C", "C", "C", "O", "C", "N", "H", "H", "H", "H", "H", "H", "H", "H", "H", "H", "H"],
  "xyz": [[-0.466, 1.140, -0.614], [-3.882, 1.951, 2.325], [-3.646, 1.675, 0.833], [-2.513, 2.045, 0.382], [-4.616, 1.269, 0.175], [-3.839, 3.030, 2.483], [-3.026, 1.579, 2.909], [-4.767, 1.451, 2.712], [-1.476, 3.294, -4.453], [-1.271, 2.392, -3.260], [-2.263, 1.802, -2.787], [-0.132, 2.190, -2.732], [-1.278, 2.802, -5.405], [-0.813, 4.168, -4.419], [-2.486, 3.696, -4.415], [-1.392, -3.173, 0.046], [-2.371, -2.027, -0.163], [-2.972, -1.662, 1.213], [-1.983, -0.939, -0.903], [-1.999, -4.062, 0.245], [-0.733, -2.984, 0.912], [-0.685, -3.401, -0.758], [-3.244, -2.460, -0.694], [-3.104, -2.540, 1.862], [-3.853, -1.027, 1.240], [-2.198, -1.099, 1.759], [2.359, -1.708, -3.095], [1.720, -1.491, -1.700], [2.502, -2.247, -0.650], [2.034, -2.063, 0.688], [2.095, -3.262, 1.445], [1.548, 0.018, -1.453], [3.412, -1.414, -3.140], [1.747, -1.205, -3.839], [2.392, -2.793, -3.244], [0.726, -1.939, -1.815], [3.525, -1.837, -0.557], [2.669, -3.296, -0.898], [1.763, -3.042, 2.459], [3.154, -3.540, 1.470], [1.465, -4.088, 1.109], [1.720, 0.307, -2.408], [2.422, 0.136, -0.930], [1.519, 0.182, 3.456], [0.853, 1.034, 2.384], [1.793, 1.915, 1.568], [1.004, 2.640, 0.642], [1.842, 3.339, -0.280], [0.112, 0.133, 1.430], [0.894, -0.487, 4.051], [1.887, 0.871, 4.232], [2.329, -0.443, 3.084], [0.110, 1.707, 2.817], [2.573, 1.314, 1.066], [2.460, 2.535, 2.184], [2.641, 3.966, 0.127], [1.118, 3.954, -0.813], [2.369, 2.703, -0.999], [-0.540, -0.435, 1.962], [0.792, -0.574, 1.150]],
  "orbital_gap_ha": 0.198,
  "lumo_energy_ev": 2.08,
  "total_charge": -1,
  "mol_weight_da": 395.53,
  "total_energy_ha": -1906.4517
}



2.
{
  "formula": "C25H33N5O6S2",
  "method": "the ωB97M-V functional and the def2-TZVPD basis",
  "symbols": ["C", "C", "C", "N", "C", "C", "C", "C", "S", "C", "N", "C", "O", "C", "C", "C", "C", "S", "O", "O", "N", "C", "C", "N", "C", "O", "O", "C", "C", "C", "C", "C", "C", "C", "C", "N", "O", "C", "H", "H", "H", "H", "H", "H", "H", "H", "H", "H", "H", "H", "H", "H", "H", "H", "H", "H", "H", "H", "H", "H", "H", "H", "H", "H", "H", "H", "H", "H", "H", "H", "H"],
  "xyz": [[9.488, -2.890, -2.717], [8.981, -4.303, -2.463], [7.499, -4.338, -2.075], [6.667, -3.863, -3.174], [5.680, -4.807, -3.644], [4.559, -5.102, -2.626], [4.068, -3.819, -2.018], [4.774, -2.669, -2.189], [4.028, -1.282, -1.450], [2.737, -2.279, -0.908], [1.689, -1.763, -0.200], [1.619, -0.445, 0.111], [2.505, 0.325, -0.227], [0.423, -0.009, 0.881], [0.460, 1.278, 1.421], [-0.612, 1.764, 2.145], [-1.721, 0.958, 2.321], [-3.111, 1.620, 3.236], [-2.642, 2.224, 4.446], [-4.140, 0.621, 3.319], [-3.559, 2.867, 2.195], [-4.243, 2.388, 1.013], [-4.350, 3.539, 0.008], [-5.006, 4.669, 0.623], [-6.300, 5.012, 0.394], [-6.895, 5.850, 1.027], [-6.827, 4.335, -0.651], [-8.145, 4.723, -1.039], [-8.129, 5.965, -1.919], [-4.359, 5.124, 1.836], [-4.263, 3.966, 2.830], [-1.779, -0.316, 1.791], [-0.705, -0.807, 1.067], [2.874, -3.615, -1.250], [1.855, -4.567, -0.800], [2.089, -5.885, -0.975], [0.806, -4.201, -0.265], [6.055, -2.566, -2.960], [10.545, -2.908, -2.973], [9.362, -2.272, -1.831], [8.941, -2.440, -3.541], [9.116, -4.901, -3.366], [9.561, -4.764, -1.661], [7.342, -3.735, -1.173], [7.237, -5.371, -1.826], [6.186, -5.736, -3.917], [5.234, -4.384, -4.549], [3.747, -5.619, -3.143], [4.952, -5.757, -1.840], [0.996, -2.486, 0.039], [1.344, 1.875, 1.256], [-0.606, 2.749, 2.582], [-5.245, 2.013, 1.266], [-3.658, 1.567, 0.595], [-3.342, 3.849, -0.287], [-4.910, 3.229, -0.872], [-8.741, 4.907, -0.140], [-8.540, 3.861, -1.580], [-9.140, 6.191, -2.247], [-7.498, 5.803, -2.789], [-7.744, 6.810, -1.353], [-3.357, 5.481, 1.583], [-4.952, 5.939, 2.252], [-5.274, 3.660, 3.136], [-3.693, 4.245, 3.716], [-2.666, -0.906, 1.958], [-0.767, -1.801, 0.650], [2.967, -6.242, -1.298], [1.396, -6.525, -0.623], [6.756, -1.908, -2.445], [5.851, -2.121, -3.943]],
  "orbital_gap_ha": 0.288,
  "lumo_energy_ev": -0.30,
  "total_charge": 0,
  "mol_weight_da": 563.70,
  "smiles": "CCCN1CCc2c(sc(NC(=O)c3ccc(S(=O)(=O)N4CCN(C(=O)OCC)CC4)cc3)c2C(N)=O)C1",
  "total_energy_ha": -2494.1179
}



3.
{
  "formula": "C3H4N4O",
  "method": "the ωB97M-V functional and the def2-TZVPD basis",
  "symbols": ["C", "C", "C", "H", "H", "H", "H", "N", "N", "N", "N", "O"],
  "xyz": [[-1.036, -0.299, -0.151], [1.212, 1.132, 0.113], [1.268, -0.367, -0.019], [-3.016, -0.110, -0.351], [-2.648, -1.805, 0.534], [2.123, 1.844, 0.824], [0.224, -2.005, -0.010], [-2.265, -0.683, 0.312], [-1.067, 1.007, -0.098], [-0.008, 1.731, -0.080], [0.015, -0.946, -0.307], [2.241, -1.060, 0.069]],
  "orbital_gap_ha": 0.321,
  "lumo_energy_ev": 0.15,
  "total_charge": 0,
  "mol_weight_da": 112.09,
  "total_energy_ha": -410.8358
}



4.
{
  "formula": "C2H5N3O2S",
  "method": "the ωB97M-V functional and the def2-TZVPD basis",
  "symbols": ["C", "C", "N", "N", "N", "O", "O", "S", "H", "H", "H", "H", "H"],
  "xyz": [[0.234, -0.039, 0.299], [-2.112, 0.617, -0.224], [0.591, 1.193, 0.249], [1.254, -1.018, 0.483], [-1.048, -0.395, 0.043], [3.398, -0.671, -0.828], [2.059, 1.271, 0.269], [2.770, -0.208, 0.421], [-2.671, 0.521, -1.245], [-2.920, 0.494, 0.416], [-1.591, 1.547, -0.094], [1.342, -1.962, 0.190], [-1.305, -1.351, 0.022]],
  "orbital_gap_ha": 0.351,
  "lumo_energy_ev": 0.51,
  "total_charge": 0,
  "mol_weight_da": 135.15,
  "total_energy_ha": -792.0519
}